[1]
C15H17BeF5N2 as an isolated structure at a distorted geometry, computed with ωB97M-V with the def2-TZVPD basis set.

Last column: Löwdin charge in e.
Geometry (Å):
F 0.2489 1.9096 2.3115  0.114
F -1.2419 0.9087 4.4508  0.142
F 1.1137 -0.0898 1.9739  0.092
F 0.8864 0.4120 4.7098  0.144
F -0.5019 -1.1262 3.9649  0.132
N 0.1431 1.0879 -0.8235  0.104
N -0.1000 -1.8461 -0.5119  0.047
C -2.4971 2.3414 -0.5000  -0.178
C 0.7559 -4.0298 -0.1435  -0.036
C 2.1624 -2.2232 -0.9761  0.000
C -0.2918 -3.0940 -0.1362  -0.117
C 1.7070 2.9119 -1.0963  -0.032
C -2.1499 0.0313 -2.0880  -0.054
C 1.9972 -3.5586 -0.6065  -0.057
C 1.0617 -1.3102 -0.8549  -0.186
C -0.0010 0.5742 2.4339  -0.231
C -1.7503 -0.2071 0.6667  0.004
C -0.2035 0.2070 3.9130  -0.491
C 2.4589 0.6505 -1.3072  -0.019
C 1.1728 0.1770 -1.0260  -0.129
C 2.7367 1.9996 -1.3312  -0.045
C 0.4334 2.4023 -0.8700  -0.090
Be -1.6603 0.8441 -0.5415  -0.141
H 0.5609 -5.0456 0.1766  0.101
H 2.8488 -4.2355 -0.6738  0.108
H -2.4052 0.7083 -2.9123  0.019
H -1.6275 -1.2668 0.4391  0.020
H -0.3733 3.1378 -0.7116  0.101
H -0.9661 0.1333 1.5650  0.057
H -1.3084 -3.3574 0.1875  0.121
H 3.1243 -1.8795 -1.3469  0.093
H 3.7680 2.3178 -1.5163  0.116
H -3.0031 -0.6304 -1.9087  0.008
H -1.3172 -0.6092 -2.4245  0.002
H 3.2369 -0.0860 -1.4542  0.093
H -2.7373 0.0189 1.0754  0.059
H -2.5431 3.0626 -1.3267  0.016
H -2.1026 2.7302 0.4327  -0.009
H 1.8446 3.9894 -1.0953  0.111
H -3.4801 2.0394 -0.1180  0.009

Atoms 1-6, force components in eV/Å:
-0.72 -1.33 -0.08
1.08 -0.72 -0.68
-1.02 0.51 0.46
-1.05 -0.08 -1.12
0.24 1.28 0.05
1.30 -0.42 -0.38

The energy above the lowest of the compared OMol25 structures with the same formula, charge and spin comes out at 6.3155 eV. Its LUMO energy is -1.922 eV. The calculated total energy is -1205.15542 Ha. The frontier orbital gap is 0.202 Ha. For the HOMO energy, the calculation gives -7.42 eV.



[2]
C6H12O in the gas phase, computed with ωB97M-V with the def2-TZVPD basis set.

Last column: Löwdin charge in e.
Geometry (Å):
O 0.4618 -1.3874 1.2363  -0.077
C 1.1233 -0.1187 1.2084  -0.131
C 0.1232 0.4626 0.1814  -0.468
C -0.5540 -0.9365 0.3256  -0.332
C -0.6814 -1.8551 -0.8706  -0.038
C 0.7284 0.7826 -1.1737  -0.051
C -0.7056 1.6292 0.7141  -0.043
H 0.2727 -1.9575 -1.3963  0.078
H 2.1614 -0.2112 0.8584  0.122
H -1.2930 2.0980 -0.0856  0.083
H 1.1182 0.3662 2.1946  0.121
H -0.9987 -2.8506 -0.5396  0.084
H -1.5235 -0.8748 0.8439  0.140
H 1.2905 1.7244 -1.1260  0.089
H -0.0542 2.4055 1.1363  0.086
H -1.3906 1.2927 1.4998  0.084
H -0.0581 0.9095 -1.9283  0.088
H -1.4301 -1.4718 -1.5720  0.085
H 1.4094 -0.0071 -1.5067  0.081

Atoms 1-6, force components in eV/Å:
0.05 -0.14 0.07
0.22 0.26 0.04
0.03 -0.15 0.29
-0.28 -0.04 -0.23
0.01 0.03 -0.04
-0.01 0.06 -0.09

The SMILES is C[C@H]1OCC1(C)C. The energy above the lowest of the compared OMol25 structures with the same formula, charge and spin comes out at 1.0573 eV. Its LUMO energy is 0.942 eV. The calculated total energy is -311.02042 Ha. The frontier orbital gap is 0.385 Ha. For the HOMO energy, the calculation gives -9.52 eV.



[3]
C3H4HgO2 as an isolated structure at a distorted geometry, computed with ωB97M-V with the def2-TZVPD basis set.

Last column: Löwdin spin population.
Geometry (Å):
Hg 0.4729 -0.3906 -1.5425  0.601
O 1.5205 -0.7619 0.2835  0.487
O -1.7651 0.8354 -1.3383  0.114
C 1.5676 -0.5366 1.5882  0.602
C -2.7135 1.3786 -1.0494  0.008
C 0.5535 0.3572 2.2304  0.090
H -0.3242 -0.3928 2.1969  0.036
H 0.3772 1.2890 1.6663  0.011
H 0.7923 0.5729 3.2819  0.000
H 2.1596 -1.2157 2.2298  0.052

Atoms 1-6, force components in eV/Å:
0.83 -0.27 0.36
0.52 -0.95 -0.32
-1.12 0.62 0.21
0.48 1.20 0.62
0.29 -0.16 -0.08
-0.63 -1.92 -0.16

The energy above the lowest of the compared OMol25 structures with the same formula, charge and spin comes out at 0.6731 eV. As for the spin multiplicity: 3. Its LUMO energy (alpha / beta) is 0.437 / -2.307 eV. The calculated total energy is -420.44780 Ha. The frontier orbital gap (alpha / beta) is 0.215 / 0.257 Ha. For the HOMO energy (alpha / beta), the calculation gives -5.42 / -9.29 eV.



[4]
C4H5N3 in the gas phase at a distorted geometry, computed with ωB97M-V with the def2-TZVPD basis set.

Last column: Löwdin charge in e.
Geometry (Å):
N -2.0099 0.9132 -0.0059  0.067
N -0.4525 0.7574 -0.0045  -0.015
N -2.3922 -0.2555 0.0045  -0.063
C -1.4426 -1.2192 0.0058  -0.099
C -0.2369 -0.5624 -0.0033  -0.248
C 1.2596 -0.3802 -0.0148  -0.067
C 0.9565 1.1342 0.0102  -0.105
H 1.7718 -0.7691 0.8606  0.109
H 1.2729 1.6959 -0.8658  0.112
H 1.7420 -0.7313 -0.9227  0.110
H 1.2451 1.6702 0.9138  0.114
H -1.7137 -2.2532 0.0222  0.086

Atoms 1-6, force components in eV/Å:
2.23 1.60 0.05
-2.99 -1.32 -0.08
-0.62 -0.68 -0.03
0.59 -0.38 0.02
-0.41 0.65 0.01
0.38 -0.34 0.05

The SMILES is c1nnn2c1CC2. The energy above the lowest of the compared OMol25 structures with the same formula, charge and spin comes out at 3.5037 eV. Its LUMO energy is 0.879 eV. The calculated total energy is -319.58345 Ha. The frontier orbital gap is 0.367 Ha. For the HOMO energy, the calculation gives -9.10 eV.



[5]
C19H17Cl2N4RhS as an isolated structure, computed with ωB97M-V with the def2-TZVPD basis set.

Last column: Löwdin charge in e.
Geometry (Å):
Rh 0.4589 0.8315 -0.3730  0.475
Cl -3.6295 3.3420 2.0221  0.624
Cl 1.6018 -0.5652 1.1495  0.914
S -0.1398 2.5763 -2.0561  0.610
N -2.6285 2.5199 -1.1070  0.114
N -1.3733 4.3263 -0.4895  0.117
N -0.4437 1.7001 1.1966  -0.005
N 2.9780 0.0429 0.2454  -0.189
C -0.0260 -0.5381 4.0362  0.074
C 3.0642 0.8663 -3.2794  -0.080
C 1.2062 -0.6155 -2.9951  -0.081
C 0.2690 -4.3088 0.5428  -0.068
C 3.3812 0.7820 -1.9597  -0.044
C -1.2063 -0.3117 3.9483  -0.163
C -1.4654 1.8119 1.7640  -0.292
C 1.0274 -2.0927 0.4588  -0.407
C 0.2530 -4.3054 -0.8491  -0.064
C -1.4651 3.1719 -1.1461  -0.933
C -3.2163 0.9531 3.2961  -0.168
C -2.6429 1.9263 2.4267  -0.655
C 0.6528 -3.1949 -1.5766  -0.014
C 0.7049 -3.1846 1.2273  -0.068
C 1.4994 -0.7857 -1.6052  -0.291
C 2.5933 -0.0095 -1.0646  -0.435
C 1.9398 0.1878 -3.8089  -0.107
C -2.6081 -0.0833 3.9172  -0.151
C 1.0350 -2.0230 -0.9201  -0.207
H 4.2204 1.3199 -1.5404  0.114
H 0.6829 -3.2412 -2.6565  0.113
H -0.0613 -5.1960 -1.3775  0.108
H 1.0191 -0.6714 4.1805  0.016
H 2.6404 -1.4452 1.8733  0.025
H -2.0686 4.5888 0.1940  0.068
H 0.7597 -3.1425 2.3067  0.112
H -0.4658 4.7548 -0.4384  0.101
H 0.3509 -1.1482 -3.3931  0.117
H -3.3158 2.7451 -0.4002  0.049
H 1.6668 0.3165 -4.8466  0.104
H 3.6664 1.4890 -3.9289  0.109
H -2.6286 1.5858 -1.4805  0.094
H -4.2844 1.0602 3.4527  0.095
H -3.2194 -0.7713 4.4856  0.094
H -0.0507 -5.1841 1.0910  0.108
H -0.7321 -0.0801 -0.5222  0.066

Atoms 1-6, force components in eV/Å:
0.28 -0.21 -0.25
0.02 -0.01 0.00
0.02 -0.16 0.07
-0.13 -0.06 0.06
0.04 -0.06 0.05
-0.02 0.04 0.07

The energy above the lowest of the compared OMol25 structures with the same formula, charge and spin comes out at 9.0163 eV. Its LUMO energy (alpha / beta) is -0.243 / -0.166 eV. The calculated total energy is -2381.99309 Ha. The frontier orbital gap (alpha / beta) is 0.240 / 0.244 Ha. For the HOMO energy (alpha / beta), the calculation gives -6.78 / -6.81 eV.



[6]
C2H5N3OS in the gas phase at a distorted geometry, computed with ωB97M-V with the def2-TZVPD basis set.

Last column: Löwdin charge in e.
Geometry (Å):
S -0.9137 -0.8404 -0.8491  0.977
O -3.2013 0.1354 -0.0479  -0.087
N 1.4759 -1.7168 0.0323  0.081
N 0.9366 1.7138 -0.5358  0.006
N 0.8384 0.4810 0.3669  -0.150
C 0.5957 -0.7448 -0.0464  -0.919
C -2.0664 -0.1795 0.3935  -0.504
H 0.9656 -2.6366 -0.0154  0.047
H 1.4858 0.5128 1.2342  0.167
H 1.5517 1.3000 -1.3851  0.139
H -1.6423 -0.1851 1.5575  0.149
H -0.0260 2.1600 -0.7046  0.094

Atoms 1-6, force components in eV/Å:
-2.22 -0.49 -0.39
4.21 -1.05 2.52
-2.23 0.35 0.78
0.85 -2.92 -0.30
2.09 4.73 2.69
1.97 -3.11 -0.97

The SMILES is [H]/N=C(/NN)SC=O. The energy above the lowest of the compared OMol25 structures with the same formula, charge and spin comes out at 4.0698 eV. Its LUMO energy is 0.287 eV. The calculated total energy is -716.79115 Ha. The frontier orbital gap is 0.366 Ha. For the HOMO energy, the calculation gives -9.68 eV.